# 1
ORCA calculation (ωB97M-V with the def2-TZVPD basis set) on 3 unconnected molecules or ions with the total composition C4H11N2.

Element x y z (Å)
C -0.4718 -1.2341 -0.8604
C -0.7826 -0.6276 0.5267
C 0.1935 0.0120 -0.3188
C 2.4610 -0.0508 0.5483
N -0.1078 1.2892 -0.8661
N -1.9283 0.2514 0.6170
H 0.1439 -2.2013 -0.6191
H -1.3211 -1.1284 -1.5654
H -0.5283 -1.0174 1.4020
H 2.8798 -0.5752 -0.2524
H 2.2746 -0.5617 1.4838
H 2.7765 0.9913 0.4041
H 0.3349 2.0115 -0.3878
H 0.1671 1.2597 -1.8938
H -1.9234 0.6518 1.5104
H -2.7388 -0.2427 0.5501
H -1.4293 1.1723 -0.2786

Properties
- Total charge: +1
- 2S+1: 1
- Relative energy (zero: lowest compared OMol25 entry of this formula, charge and spin): 139.4 kcal per mole
- E: -7294.9015 eV
- HOMO energy: -12.82 eV
- LUMO level: -3.67 eV
- Frontier orbital gap: 0.3364 Ha

Quick look at the natural (NBO) charges, all values in e: number 1, C, carries -0.4630; number 2, C, carries -0.1435; number 3, C, carries 0.1212; number 4, C, carries -0.4473; number 5, N, carries -0.8163; number 6, N, carries -0.7368; number 7, H, carries 0.2828; number 8, H, carries 0.2497; number 9, H, carries 0.2192; number 10, H, carries 0.1982; number 11, H, carries 0.2139; number 12, H, carries 0.2064; number 13, H, carries 0.4137; number 14, H, carries 0.4388; number 15, H, carries 0.4078; number 16, H, carries 0.4117; number 17, H, carries 0.4436


# 2
ORCA calculation (ωB97M-V with the def2-TZVPD basis set) on Cl2H2O2P2 in the gas phase.

Element x y z (Å)
O 2.2967 -0.4151 -1.8096
P 2.5872 -0.2289 -0.4047
Cl 3.5919 -1.6378 0.5300
Cl 3.4444 1.4780 0.1357
O 0.9483 -0.3220 0.9175
P 0.0724 0.9174 1.2160
H -0.2633 1.1557 -0.0284
H 1.1394 1.9524 1.0324

Properties
- 2S+1: 1
- Relative energy (zero: lowest compared OMol25 entry of this formula, charge and spin): 49.5 kcal per mole
- E: -47750.3098 eV
- HOMO energy: -9.41 eV
- SMILES: O=P(Cl)(Cl)OP
- LUMO level: -1.01 eV
- Frontier orbital gap: 0.3087 Ha

Quick look at the natural (NBO) charges, all values in e: number 1, O, carries -0.9825; number 2, P, carries 1.8333; number 3, Cl, carries -0.1774; number 4, Cl, carries -0.1800; number 5, O, carries -1.0420; number 6, P, carries 0.7798; number 7, H, carries -0.1191; number 8, H, carries -0.1122


# 3
ORCA calculation (ωB97M-V with the def2-TZVPD basis set) on 4 unconnected molecules or ions with the total composition C16H25IN2O8.

Element x y z (Å)
N 5.0963 1.1433 2.8093
C 4.8008 1.6231 1.8023
O 4.6097 2.0480 0.5815
C 5.2487 3.3262 0.2429
N 4.7477 3.7047 -1.0920
I 5.2598 2.2139 -2.4907
C 4.7658 4.4824 1.1829
O 5.2227 4.5655 2.3292
O 3.8975 5.2724 0.7056
C 6.8084 3.2526 0.1669
O 7.3425 4.1567 -0.5011
O 7.4256 2.3170 0.7306
H 3.7352 3.5903 -1.0264
C 0.2106 -1.3311 0.0266
C 1.5380 -1.1773 0.7589
C 2.4256 -0.5749 -0.3204
O 1.5641 0.2030 -1.1624
C 0.2016 -0.0906 -0.8555
H -0.6539 -1.3898 0.6878
H 0.2268 -2.2322 -0.5905
H 1.4277 -0.4728 1.5871
H 1.9318 -2.1120 1.1581
H 2.8915 -1.3541 -0.9354
H 3.2096 0.0593 0.0833
H -0.2204 0.7701 -0.3268
H -0.3592 -0.2345 -1.7821
C -2.6106 -6.0635 0.6716
C -3.6933 -4.9992 0.5508
C -2.9233 -3.7341 0.9013
O -1.5771 -3.9449 0.4744
C -1.3899 -5.3223 0.1458
H -2.8251 -6.9760 0.1157
H -2.4651 -6.3298 1.7216
H -4.0511 -4.9474 -0.4808
H -4.5521 -5.1673 1.2004
H -2.9160 -3.5594 1.9830
H -3.3233 -2.8457 0.4102
H -1.3132 -5.4065 -0.9441
H -0.4572 -5.6760 0.5865
C -4.3805 3.3105 -1.3309
C -4.5312 2.4372 -0.0922
C -3.5185 1.3345 -0.3660
O -2.4743 1.9236 -1.1383
C -2.8847 3.2144 -1.5955
H -4.7212 4.3361 -1.1916
H -4.9392 2.8753 -2.1643
H -4.2405 3.0006 0.7977
H -5.5418 2.0575 0.0606
H -3.9635 0.5221 -0.9538
H -3.0978 0.9107 0.5473
H -2.3312 3.9692 -1.0285
H -2.6329 3.3217 -2.6509

Properties
- Total charge: -2
- 2S+1: 1
- E: -44455.8610 eV
- HOMO energy: -1.29 eV
- LUMO level: 3.25 eV
- Frontier orbital gap: 0.1669 Ha

Quick look at the natural (NBO) charges, all values in e: number 1, N, carries -0.4834; number 2, C, carries 0.6065; number 3, O, carries -0.5295; number 4, C, carries 0.1354; number 5, N, carries -0.6339; number 6, I, carries 0.1045; number 7, C, carries 0.7327; number 8, O, carries -0.7221; number 9, O, carries -0.7806; number 10, C, carries 0.7256; number 11, O, carries -0.7559; number 12, O, carries -0.7666; number 13, H, carries 0.3700; number 14, C, carries -0.4240; number 15, C, carries -0.4307; number 16, C, carries -0.0691; number 17, O, carries -0.5305; number 18, C, carries -0.0665; number 19, H, carries 0.1999; number 20, H, carries 0.1925; number 21, H, carries 0.2079; number 22, H, carries 0.2046; number 23, H, carries 0.1505; number 24, H, carries 0.2233; number 25, H, carries 0.1707; number 26, H, carries 0.1669; number 27, C, carries -0.4304; number 28, C, carries -0.4304; number 29, C, carries -0.0670; number 30, O, carries -0.5254; number 31, C, carries -0.0661; number 32, H, carries 0.2100; number 33, H, carries 0.1991; number 34, H, carries 0.1985; number 35, H, carries 0.2102; number 36, H, carries 0.1648; number 37, H, carries 0.1867; number 38, H, carries 0.1637; number 39, H, carries 0.1875; number 40, C, carries -0.4297; number 41, C, carries -0.4313; number 42, C, carries -0.0654; number 43, O, carries -0.5255; number 44, C, carries -0.0677; number 45, H, carries 0.2123; number 46, H, carries 0.1923; number 47, H, carries 0.2048; number 48, H, carries 0.2052; number 49, H, carries 0.1549; number 50, H, carries 0.1879; number 51, H, carries 0.1781; number 52, H, carries 0.1851


# 4
ORCA calculation (ωB97M-V with the def2-TZVPD basis set) on 9 unconnected molecules or ions with the total composition C14H37BrN3O8P.

Element x y z (Å)
C -0.1192 -2.9842 1.8124
C -0.6568 -2.0521 1.3083
C -1.4291 -1.1090 0.4768
Br -2.2206 0.2767 1.5965
C -0.4419 -0.4905 -0.4560
N 0.3547 0.0294 -1.0946
C -2.4794 -1.8442 -0.4297
C -1.8413 -3.1055 -0.9078
N -1.4139 -4.1188 -1.2324
P -4.0247 -2.3682 0.4790
N -3.7742 -2.6234 2.0235
H 0.3727 -3.8833 2.1068
H -2.6669 -1.2578 -1.3289
H -4.4547 -3.5648 -0.1336
H -5.0386 -1.3997 0.3072
H -4.4103 -1.9806 2.4899
C -5.6620 -4.7417 4.7278
O -4.3064 -5.1255 4.5555
H -6.0312 -5.1921 5.6464
H -5.7374 -3.6530 4.8052
H -6.2634 -5.0967 3.8856
H -3.9976 -4.7169 3.7378
C 1.0784 -0.2221 4.7481
O 0.6007 0.1766 3.4687
H 1.4165 0.6669 5.2750
H 0.2797 -0.6973 5.3246
H 1.9170 -0.9161 4.6454
H 0.3076 -0.6199 3.0151
C -5.8581 -0.5292 -2.3595
O -4.4843 -0.9106 -2.4883
H -6.2517 -0.9666 -1.4470
H -5.9472 0.5573 -2.3016
H -6.4351 -0.9001 -3.2083
H -4.1601 -0.5132 -3.3022
C 3.1011 2.9142 -0.3761
O 2.5732 3.3304 -1.6400
H 3.4650 3.7904 0.1539
H 2.3167 2.4365 0.2149
H 3.9272 2.2186 -0.5256
H 2.2561 2.5441 -2.0930
C 3.8766 5.3351 3.0209
O 4.8623 4.4642 2.4759
H 3.3306 4.7888 3.7860
H 4.3471 6.2115 3.4747
H 3.1771 5.6574 2.2446
H 5.3377 4.9565 1.8015
C 5.7983 0.0399 -1.4222
O 6.0778 1.0387 -0.4456
H 5.2139 -0.7434 -0.9460
H 5.2214 0.4629 -2.2496
H 6.7262 -0.3905 -1.8075
H 6.5935 1.7252 -0.8771
C 2.1607 6.4250 -3.9487
O 3.1114 5.8440 -3.0705
H 2.6296 7.2709 -4.4478
H 1.8409 5.7004 -4.7042
H 1.2881 6.7806 -3.3921
H 2.6863 5.0943 -2.6325
C 0.4050 -3.7053 -5.0864
O 0.6070 -3.6454 -3.6808
H 1.3516 -3.4858 -5.5747
H 0.0733 -4.7038 -5.3849
H -0.3375 -2.9656 -5.4010
H -0.2352 -3.8408 -3.2577

Properties
- 2S+1: 1
- E: -115291.2286 eV
- HOMO energy: -9.49 eV
- SMILES: C#C[C@@](Br)(C#N)[C@@H](C#N)[PH2]=N.CO.CO.CO.CO.CO.CO.CO.CO
- LUMO level: -0.45 eV
- Frontier orbital gap: 0.3325 Ha

Quick look at the natural (NBO) charges, all values in e: number 1, C, carries -0.0940; number 2, C, carries -0.0929; number 3, C, carries -0.2256; number 4, Br, carries 0.1455; number 5, C, carries 0.2559; number 6, N, carries -0.2539; number 7, C, carries -0.6496; number 8, C, carries 0.2843; number 9, N, carries -0.3021; number 10, P, carries 1.3282; number 11, N, carries -1.3027; number 12, H, carries 0.2550; number 13, H, carries 0.3274; number 14, H, carries -0.0281; number 15, H, carries -0.0306; number 16, H, carries 0.3724; number 17, C, carries -0.2423; number 18, O, carries -0.7318; number 19, H, carries 0.1794; number 20, H, carries 0.1568; number 21, H, carries 0.1566; number 22, H, carries 0.4808; number 23, C, carries -0.2470; number 24, O, carries -0.7295; number 25, H, carries 0.1835; number 26, H, carries 0.1621; number 27, H, carries 0.1625; number 28, H, carries 0.4687; number 29, C, carries -0.2479; number 30, O, carries -0.7524; number 31, H, carries 0.1775; number 32, H, carries 0.1764; number 33, H, carries 0.1775; number 34, H, carries 0.4797; number 35, C, carries -0.2532; number 36, O, carries -0.7594; number 37, H, carries 0.1831; number 38, H, carries 0.1711; number 39, H, carries 0.1870; number 40, H, carries 0.4752; number 41, C, carries -0.2480; number 42, O, carries -0.7197; number 43, H, carries 0.1839; number 44, H, carries 0.1608; number 45, H, carries 0.1626; number 46, H, carries 0.4622; number 47, C, carries -0.2503; number 48, O, carries -0.7213; number 49, H, carries 0.1868; number 50, H, carries 0.1619; number 51, H, carries 0.1631; number 52, H, carries 0.4633; number 53, C, carries -0.2446; number 54, O, carries -0.7421; number 55, H, carries 0.1757; number 56, H, carries 0.1543; number 57, H, carries 0.1557; number 58, H, carries 0.4924; number 59, C, carries -0.2452; number 60, O, carries -0.7244; number 61, H, carries 0.1820; number 62, H, carries 0.1610; number 63, H, carries 0.1536; number 64, H, carries 0.4731


# 5
ORCA calculation (ωB97M-V with the def2-TZVPD basis set) on C6H8O2 in the gas phase.

Element x y z (Å)
C 1.1559 -2.2680 0.1066
C 0.7338 -0.9050 0.4236
C 1.1894 0.4019 0.0449
C 0.6568 0.9289 -1.2528
O -0.6296 1.5627 -0.9776
C -1.5282 0.9776 -0.2367
C -1.3179 0.1151 0.7961
O -0.3722 -0.8763 1.2411
H 1.9217 -2.4441 -0.6101
H 0.4123 -3.1359 0.2016
H 2.3583 0.1669 0.0734
H 0.9282 1.1577 0.8288
H 1.3772 1.8014 -1.6005
H 0.5121 0.0745 -1.7921
H -2.5179 1.4406 0.1077
H -2.3174 -0.0551 1.3938

Properties
- 2S+1: 1
- Relative energy (zero: lowest compared OMol25 entry of this formula, charge and spin): 106.4 kcal per mole
- E: -10442.1111 eV
- HOMO energy: -8.20 eV
- SMILES: C=C1CCOC=CO1
- LUMO level: 0.66 eV
- Frontier orbital gap: 0.3258 Ha

Quick look at the natural (NBO) charges, all values in e: number 1, C, carries -0.5081; number 2, C, carries 0.3348; number 3, C, carries -0.5456; number 4, C, carries -0.0563; number 5, O, carries -0.5030; number 6, C, carries 0.0338; number 7, C, carries -0.0246; number 8, O, carries -0.4970; number 9, H, carries 0.1949; number 10, H, carries 0.2254; number 11, H, carries 0.2584; number 12, H, carries 0.2488; number 13, H, carries 0.2172; number 14, H, carries 0.1934; number 15, H, carries 0.2272; number 16, H, carries 0.2007


# 6
ORCA calculation (ωB97M-V with the def2-TZVPD basis set) on 2 unconnected molecules or ions with the total composition C5H10O2.

Element x y z (Å)
C 2.6022 0.3391 -0.0487
O 1.2814 0.4127 -0.5289
C 0.3803 -0.4000 0.1567
C -0.1153 -0.0107 1.5541
C -0.9424 0.1789 0.3566
C -1.8740 0.8559 -0.2867
O -1.9678 0.9155 -1.6426
H 3.0291 -0.6674 -0.1692
H 2.6549 0.6209 1.0123
H 3.1877 1.0489 -0.6380
H 0.5002 -1.4724 -0.0331
H -0.3375 -0.8277 2.2406
H 0.3121 0.8739 2.0231
H -2.6759 1.4054 0.1959
H -1.1614 0.5179 -2.0067
H -2.3003 -2.2358 -1.0331
H -2.5733 -1.5549 -1.1524

Properties
- 2S+1: 1
- Relative energy (zero: lowest compared OMol25 entry of this formula, charge and spin): 102.3 kcal per mole
- E: -9438.6066 eV
- HOMO energy: -8.81 eV
- SMILES: CO[C@H]1C/C1=C/O.[H][H]
- LUMO level: 1.01 eV
- Frontier orbital gap: 0.3607 Ha

Quick look at the natural (NBO) charges, all values in e: number 1, C, carries -0.2467; number 2, O, carries -0.5290; number 3, C, carries 0.0600; number 4, C, carries -0.4448; number 5, C, carries -0.1704; number 6, C, carries 0.1782; number 7, O, carries -0.6715; number 8, H, carries 0.1656; number 9, H, carries 0.1688; number 10, H, carries 0.1945; number 11, H, carries 0.1839; number 12, H, carries 0.2208; number 13, H, carries 0.2226; number 14, H, carries 0.1865; number 15, H, carries 0.4851; number 16, H, carries -0.0111; number 17, H, carries 0.0075